# 1
{"formula": "C7H10S2", "method": "ωB97M-V/def2-TZVPD", "species": ["H", "C", "C", "H", "S", "H", "S", "H", "H", "C", "C", "C", "H", "C", "H", "C", "H", "H", "H"], "coordinates": [[2.343, -1.314, -0.791], [-0.316, 0.381, -1.468], [-1.926, 0.919, -2.930], [2.521, 0.370, -1.034], [0.420, -0.045, 0.031], [-2.895, 1.065, -3.554], [-0.228, -1.341, 3.417], [-2.523, 0.156, -0.997], [1.253, 1.231, -2.683], [-0.693, 1.267, -3.516], [2.179, -0.332, -0.341], [-0.247, -1.169, 5.228], [-1.281, -1.404, 5.502], [0.267, 1.004, -2.568], [-0.532, 1.554, -4.508], [-1.740, 0.397, -1.719], [2.824, -0.508, 0.584], [0.422, -1.950, 5.655], [0.152, -0.281, 5.691]], "forces_ev_per_a": [[-0.622, 0.003, -0.397], [0.136, 0.470, 0.865], [-3.597, 0.350, -2.624], [0.854, 1.344, -0.578], [-0.119, -0.337, 0.168], [1.564, -0.397, 1.679], [0.417, 0.355, 0.684], [0.398, -0.220, -0.305], [2.643, 0.332, -0.266], [1.266, -0.452, 1.339], [0.224, -2.216, 1.361], [0.026, -1.341, -0.248], [0.356, 0.222, 0.459], [-0.715, -0.208, -1.188], [0.198, 0.695, -1.156], [-1.094, -0.592, 1.940], [-1.160, 1.237, -0.858], [-0.572, 0.021, -0.455], [-0.205, 0.734, -0.421]], "mulliken_charge": [0.3253, 0.6661, -0.2882, 0.2952, -0.0165, 0.2710, -0.0461, 0.3674, 0.4084, -0.7237, -0.8340, -0.7449, 0.2556, -0.5585, 0.4613, -0.6961, 0.3145, 0.2523, 0.2909], "energy_ev": -29087.6518, "lumo_energy_ev": [-1.221, -1.873], "fmax_ha_per_bohr": 0.08685, "homo_lumo_gap_ev": [6.90, 5.76], "homo_energy_ev": [-8.1, -7.6]}

# 2
{"formula": "C7H10Si", "method": "ωB97M-V/def2-TZVPD", "species": ["H", "H", "C", "C", "C", "H", "H", "H", "H", "H", "C", "H", "H", "Si", "C", "H", "C", "C"], "coordinates": [[2.041, 0.932, -1.508], [0.988, -2.556, 0.943], [-1.815, 1.853, 1.616], [2.103, -0.003, -0.982], [-2.847, 0.543, -0.813], [-2.952, -0.034, -1.679], [-3.203, 1.478, -1.205], [-2.396, 2.586, 1.150], [3.520, -2.888, 0.219], [4.217, -0.868, -1.381], [2.857, -1.976, -0.104], [-2.554, 1.309, 2.188], [-0.968, 2.248, 2.178], [-1.272, 0.545, 0.345], [3.239, -0.928, -0.834], [-3.634, 0.293, -0.118], [1.146, -0.661, -0.309], [1.530, -1.873, 0.294]], "forces_ev_per_a": [[0.132, 0.031, -0.029], [-0.041, 0.294, -0.311], [1.192, -0.817, -0.611], [0.195, -0.916, 0.313], [0.748, 1.255, 0.974], [0.393, -1.663, -0.985], [0.202, 1.186, 0.129], [-0.608, 1.669, -0.753], [-1.203, 1.973, -0.859], [-0.982, 0.146, 0.794], [1.476, -5.301, 2.893], [0.123, -0.412, 0.718], [-0.422, -0.035, 0.278], [-0.444, -1.689, -0.212], [1.975, 2.080, -2.748], [-0.358, -0.478, 0.461], [-3.359, 3.366, -0.314], [0.982, -0.689, 0.260]], "lowdin_spin": [0.0033, 0.0209, 0.0655, 0.1303, 0.0471, 0.0006, 0.0101, 0.0107, -0.0004, 0.0199, 0.0570, 0.0034, 0.0001, 0.2909, 0.3497, -0.0003, 0.5890, 0.4021], "energy_ev": -15291.8600, "lumo_energy_ev": [-0.220, -1.313], "multiplicity": 3, "fmax_ha_per_bohr": 0.12089, "homo_lumo_gap_ev": [6.31, 6.80], "homo_energy_ev": [-6.5, -8.1]}

# 3
{"formula": "C7H11BN2O", "method": "ωB97M-V/def2-TZVPD", "species": ["H", "C", "H", "C", "O", "H", "H", "N", "C", "H", "C", "H", "H", "H", "H", "B", "H", "N", "H", "C", "C", "C"], "coordinates": [[-2.386, -1.536, 0.483], [-0.001, -1.017, -1.855], [-0.651, 1.145, -1.606], [-0.084, 0.281, -1.071], [-1.751, 1.098, 0.527], [-0.407, -1.093, 2.411], [-1.291, -2.659, -1.879], [1.672, 1.757, 1.127], [0.561, 1.554, 1.788], [1.896, 2.657, 0.725], [-0.877, 0.011, 0.230], [-2.107, 1.182, -0.334], [0.833, 0.929, -0.858], [2.244, 0.996, 0.823], [-0.181, 2.378, 2.105], [0.164, -0.163, 1.616], [0.916, -1.456, -1.717], [2.494, -1.321, 0.716], [0.130, -0.821, -2.903], [-1.613, -1.291, -0.145], [1.544, -0.816, 1.107], [-1.106, -1.816, -1.290]], "forces_ev_per_a": [[-1.738, -1.271, 1.155], [-0.264, 2.432, 0.350], [0.273, -1.674, 0.215], [-0.063, 3.524, 0.241], [0.454, -0.434, 0.820], [0.969, 2.262, -0.738], [-1.115, -1.603, -0.081], [-1.693, 2.476, 0.792], [-0.695, -2.458, -0.284], [0.182, 0.257, 0.319], [1.797, -1.159, 0.473], [-1.449, 0.959, -1.259], [-0.536, -1.608, -0.448], [0.376, -0.794, -0.072], [1.754, -1.114, -0.787], [-1.110, -0.534, -0.112], [2.375, -1.430, 1.147], [1.018, -0.239, -0.390], [-1.181, -0.041, -0.951], [2.702, 1.215, -2.308], [-1.561, -0.107, 0.711], [-0.494, 1.342, 1.206]], "mulliken_charge": [0.6015, -0.9492, 0.5149, -0.7324, -0.5840, -0.1123, 0.5179, -0.2153, -0.0778, 0.2608, 0.8085, 0.4476, 0.1005, 0.2313, 0.3086, -0.0233, 0.3771, -0.6284, 0.4391, -1.1926, 0.2897, -0.3822], "energy_ev": -13138.3678, "lumo_energy_ev": -0.228, "fmax_ha_per_bohr": 0.07303, "homo_lumo_gap_ev": 8.51, "homo_energy_ev": -8.7}